[1]
# C36H76Be2F4N5O8S2

A molecular structure, C36H76Be2F4N5O8S2 at a distorted geometry (ωB97M-V/def2-TZVPD, OMol25).

Atoms and positions in Å:
1 Be 0.517 1.870 -1.176
2 Be -2.856 1.166 1.075
3 F -0.419 0.321 0.632
4 F -1.801 2.685 -0.566
5 N 1.858 3.747 -0.659
6 S 3.291 4.545 -1.260
7 O 4.503 4.558 -0.426
8 O 3.099 5.719 -2.142
9 F 3.644 3.322 -2.314
10 S 1.741 4.783 0.485
11 O 1.436 6.150 0.196
12 O 2.665 4.558 1.605
13 F 0.378 4.160 1.132
14 C 3.998 0.038 -3.517
15 C 4.342 -0.499 -2.057
16 C 5.741 0.220 -1.788
17 C 6.182 0.341 -0.318
18 C 5.022 0.916 0.513
19 C 3.757 0.031 0.426
20 N 3.435 -0.050 -1.011
21 O 2.151 -0.509 -1.256
22 C 3.994 -1.266 1.167
23 C 2.774 0.791 1.231
24 C 4.443 -2.120 -2.084
25 H 4.808 -0.362 -4.126
26 H 3.861 1.074 -3.825
27 H 3.178 -0.582 -3.879
28 H 6.534 -0.345 -2.276
29 H 5.624 1.239 -2.158
30 H 6.991 1.067 -0.242
31 H 6.696 -0.556 0.028
32 H 4.960 1.933 0.125
33 H 5.460 0.859 1.509
34 H 4.146 -1.010 2.215
35 H 3.244 -2.048 1.056
36 H 4.868 -1.641 0.634
37 H 3.125 1.193 2.181
38 H 2.509 1.719 0.726
39 H 1.883 0.178 1.362
40 H 3.513 -2.489 -2.515
41 H 4.646 -2.651 -1.154
42 H 5.324 -2.392 -2.666
43 H 2.096 -1.319 -0.742
44 C 0.300 -3.954 2.952
45 C 0.202 -4.494 1.542
46 C -0.983 -5.594 1.588
47 C -1.464 -6.028 0.187
48 C -1.992 -4.803 -0.519
49 C -0.992 -3.629 -0.648
50 N -0.279 -3.353 0.636
51 O 0.674 -2.307 0.432
52 C -0.068 -4.022 -1.838
53 C -1.704 -2.331 -1.021
54 C 1.523 -5.034 0.987
55 H 1.013 -3.131 2.989
56 H 0.580 -4.699 3.697
57 H -0.628 -3.448 3.217
58 H -0.654 -6.513 2.073
59 H -1.805 -5.170 2.163
60 H -2.155 -6.871 0.179
61 H -0.653 -6.370 -0.456
62 H -2.816 -4.363 0.042
63 H -2.420 -5.065 -1.487
64 H 0.833 -3.410 -1.798
65 H 0.271 -5.050 -1.964
66 H -0.560 -3.894 -2.803
67 H -0.868 -1.685 -1.290
68 H -2.387 -2.499 -1.854
69 H -2.211 -1.914 -0.152
70 H 2.313 -4.294 1.117
71 H 1.482 -5.342 -0.057
72 H 1.945 -5.925 1.451
73 H 0.201 -1.482 0.562
74 C -0.637 4.496 -5.327
75 C -0.910 3.964 -3.925
76 C -2.496 3.816 -3.833
77 C -3.092 2.481 -4.400
78 C -2.215 1.255 -3.889
79 C -0.765 1.354 -4.289
80 N -0.250 2.610 -3.710
81 O 1.092 2.687 -3.682
82 C -0.133 0.086 -3.568
83 C -0.518 1.285 -5.793
84 C -0.427 5.049 -2.915
85 H -0.847 5.554 -5.477
86 H -1.275 4.066 -6.099
87 H 0.378 4.332 -5.687
88 H -2.764 3.935 -2.784
89 H -2.856 4.631 -4.461
90 H -3.345 2.502 -5.460
91 H -4.062 2.289 -3.942
92 H -2.567 0.309 -4.300
93 H -2.368 1.247 -2.810
94 H 0.954 0.030 -3.618
95 H -0.406 0.033 -2.514
96 H -0.394 -0.812 -4.127
97 H -1.018 2.062 -6.371
98 H 0.563 1.215 -5.910
99 H -1.017 0.344 -6.022
100 H 0.598 5.404 -3.016
101 H -0.575 4.839 -1.856
102 H -1.025 5.944 -3.090
103 H 1.242 2.938 -4.596
104 C -5.576 1.396 3.482
105 C -4.603 0.770 4.537
106 C -5.130 -0.635 4.652
107 C -4.145 -1.419 5.471
108 C -2.713 -1.449 4.974
109 C -2.149 -0.038 4.713
110 N -3.200 0.795 4.007
111 O -2.682 2.041 3.524
112 C -1.480 0.523 6.012
113 C -0.975 -0.411 3.732
114 C -4.738 1.638 5.768
115 H -6.600 1.319 3.848
116 H -5.704 0.834 2.557
117 H -5.366 2.432 3.216
118 H -6.046 -0.512 5.230
119 H -5.443 -1.084 3.709
120 H -4.487 -2.449 5.568
121 H -4.097 -1.009 6.480
122 H -2.732 -2.066 4.076
123 H -2.048 -1.887 5.718
124 H -1.065 1.520 5.861
125 H -2.154 0.462 6.866
126 H -0.631 -0.064 6.362
127 H -0.463 0.504 3.435
128 H -0.277 -1.193 4.032
129 H -1.401 -0.799 2.806
130 H -4.018 1.530 6.578
131 H -5.702 1.435 6.234
132 H -4.704 2.712 5.584
133 H -2.594 2.492 4.367

The max |F| is 9.033 eV Å⁻¹. The calculation puts the highest occupied orbital energy at -10.2 eV. Its charge is +1. For the gap between HOMO and LUMO, the calculation gives 0.1006 Eh.



[2]
# C36H76O18S10

10 unconnected molecules or ions with the total composition C36H76O18S10 at a distorted geometry (ωB97M-V/def2-TZVPD, OMol25).

Atoms and positions in Å:
1 C -0.191 -5.530 0.645
2 C -1.479 -5.031 1.389
3 C -1.336 -3.466 1.311
4 S 0.269 -3.117 1.750
5 O 0.372 -3.009 3.169
6 O 0.762 -2.003 0.970
7 C 1.010 -4.700 1.152
8 H -0.317 -5.241 -0.410
9 H 0.039 -6.558 0.828
10 H -1.660 -5.297 2.401
11 H -2.414 -5.260 0.902
12 H -2.017 -2.821 1.893
13 H -1.434 -3.121 0.282
14 H 1.540 -5.198 1.985
15 H 1.856 -4.447 0.543
16 C 4.112 -0.748 -3.792
17 C 4.733 -1.252 -2.493
18 C 3.683 -2.103 -1.820
19 S 2.710 -2.892 -3.132
20 O 1.363 -2.463 -3.193
21 O 2.970 -4.306 -3.114
22 C 3.644 -2.080 -4.502
23 H 4.840 -0.286 -4.432
24 H 3.272 -0.031 -3.595
25 H 5.102 -0.447 -1.860
26 H 5.605 -1.822 -2.574
27 H 2.932 -1.592 -1.236
28 H 3.928 -2.920 -1.153
29 H 2.995 -1.952 -5.387
30 H 4.526 -2.666 -4.771
31 C -1.266 1.728 6.523
32 C -1.047 2.647 5.313
33 C -1.927 2.090 4.199
34 S -2.048 0.341 4.433
35 O -1.500 -0.350 3.332
36 O -3.452 0.082 4.811
37 C -1.161 0.289 6.020
38 H -2.240 1.793 6.936
39 H -0.588 1.797 7.347
40 H 0.009 2.634 5.002
41 H -1.327 3.693 5.533
42 H -1.544 2.135 3.181
43 H -2.998 2.366 4.169
44 H -0.087 0.046 5.850
45 H -1.608 -0.423 6.692
46 C 2.037 0.219 3.624
47 C 3.098 1.098 2.911
48 C 3.852 0.290 1.845
49 S 4.064 -1.300 2.636
50 O 5.272 -1.427 3.424
51 O 3.864 -2.392 1.690
52 C 2.789 -1.090 3.914
53 H 1.195 0.047 2.979
54 H 1.812 0.748 4.556
55 H 3.849 1.398 3.692
56 H 2.701 1.999 2.496
57 H 4.858 0.729 1.721
58 H 3.254 0.118 0.980
59 H 3.412 -1.099 4.823
60 H 2.196 -1.983 3.858
61 C -0.129 -4.840 -4.470
62 C -1.430 -5.358 -5.093
63 C -2.563 -4.628 -4.337
64 S -1.979 -4.644 -2.641
65 O -2.610 -5.697 -1.883
66 O -1.985 -3.330 -2.006
67 C -0.318 -5.102 -2.988
68 H 0.046 -3.785 -4.571
69 H 0.701 -5.433 -4.840
70 H -1.511 -6.392 -4.905
71 H -1.570 -5.129 -6.138
72 H -3.508 -5.026 -4.378
73 H -2.539 -3.561 -4.638
74 H -0.202 -6.117 -2.671
75 H 0.268 -4.436 -2.437
76 C -0.426 6.948 -0.400
77 C -1.583 6.049 -0.901
78 C -1.422 4.670 -0.240
79 S -0.424 4.977 1.338
80 O 0.800 4.237 1.417
81 O -1.257 4.832 2.510
82 C -0.148 6.718 1.120
83 H -0.749 8.040 -0.534
84 H 0.414 6.665 -1.009
85 H -1.488 5.899 -1.973
86 H -2.591 6.483 -0.686
87 H -0.765 4.032 -0.836
88 H -2.263 4.056 -0.018
89 H 0.800 7.139 1.425
90 H -0.976 7.204 1.624
91 C 4.266 3.540 -0.509
92 C 5.546 4.317 -0.803
93 C 5.098 5.749 -0.762
94 S 3.630 5.759 -1.775
95 O 4.126 5.876 -3.120
96 O 2.638 6.669 -1.285
97 C 3.114 4.103 -1.438
98 H 3.843 3.939 0.400
99 H 4.389 2.471 -0.627
100 H 6.123 4.182 -1.695
101 H 6.281 4.052 -0.030
102 H 5.778 6.418 -1.326
103 H 4.942 6.179 0.242
104 H 3.099 3.556 -2.369
105 H 2.092 4.021 -1.060
106 C -1.932 -0.268 -0.775
107 C -1.767 0.933 0.151
108 C -0.330 0.817 0.536
109 S 0.497 0.758 -1.027
110 O 1.821 0.165 -0.757
111 O 0.510 1.978 -1.856
112 C -0.695 -0.468 -1.620
113 H -2.734 -0.026 -1.519
114 H -2.188 -1.199 -0.249
115 H -2.523 0.736 0.916
116 H -2.056 1.899 -0.347
117 H -0.027 -0.145 1.020
118 H 0.069 1.723 0.971
119 H -0.172 -1.406 -1.488
120 H -0.789 -0.212 -2.652
121 C -5.132 -1.403 -3.763
122 S -4.152 -1.433 -5.234
123 O -4.922 -0.585 -6.227
124 C -2.694 -0.364 -4.803
125 H -5.557 -0.402 -3.502
126 H -4.620 -1.953 -2.980
127 H -5.926 -2.099 -4.061
128 H -2.176 -0.317 -5.794
129 H -2.115 -0.798 -4.006
130 H -3.186 0.574 -4.480
131 C -6.552 0.238 3.189
132 S -5.687 -0.625 1.838
133 O -4.466 0.155 1.574
134 C -5.271 -2.000 2.851
135 H -7.343 -0.392 3.490
136 H -7.014 1.107 2.656
137 H -5.802 0.609 3.880
138 H -4.769 -2.763 2.292
139 H -6.215 -2.388 3.259
140 H -4.524 -1.614 3.588

The max |F| is 3.962 eV Å⁻¹. The calculation puts the highest occupied orbital energy at -8.9 eV. Its charge is 0. For the gap between HOMO and LUMO, the calculation gives 0.3423 Eh.



[3]
# C36H77AgF2N6NiO18S2

A molecular structure, C36H77AgF2N6NiO18S2 at a distorted geometry (ωB97M-V/def2-TZVPD, OMol25).

Atoms and positions in Å:
1 Ag 26.777 -5.857 -26.548
2 Ni 33.223 -6.016 -21.242
3 N 33.348 -6.905 -19.523
4 S 32.902 -8.591 -19.285
5 O 31.505 -8.928 -19.237
6 O 33.839 -9.455 -18.674
7 F 33.163 -8.808 -20.880
8 S 33.248 -6.790 -17.934
9 O 34.479 -7.205 -17.281
10 O 31.986 -7.078 -17.252
11 F 33.229 -5.153 -17.865
12 C 29.485 -6.762 -22.990
13 C 30.797 -6.280 -22.620
14 C 31.560 -5.260 -23.546
15 O 32.626 -4.948 -23.011
16 C 30.799 -4.623 -24.617
17 C 29.486 -5.044 -24.876
18 C 28.850 -6.211 -24.066
19 O 27.686 -6.709 -24.391
20 O 28.809 -4.416 -25.743
21 O 31.309 -6.607 -21.560
22 H 29.053 -7.541 -22.380
23 H 31.362 -3.783 -24.997
24 C 30.971 -0.402 -27.105
25 O 31.303 -1.745 -27.510
26 C 30.437 -2.243 -28.576
27 C 30.782 -3.730 -28.750
28 N 32.226 -3.964 -28.716
29 C 32.671 -5.330 -28.369
30 C 32.216 -6.261 -29.453
31 O 32.795 -7.535 -29.147
32 C 33.020 -8.349 -30.328
33 H 31.345 -0.251 -26.093
34 H 29.915 -0.135 -27.054
35 H 31.309 0.405 -27.755
36 H 30.672 -1.722 -29.505
37 H 29.388 -2.008 -28.396
38 H 30.322 -3.897 -29.724
39 H 30.234 -4.212 -27.941
40 H 32.596 -3.250 -28.104
41 H 32.255 -5.581 -27.394
42 H 33.759 -5.278 -28.334
43 H 32.451 -5.888 -30.450
44 H 31.129 -6.244 -29.372
45 H 34.097 -8.288 -30.482
46 H 32.548 -7.988 -31.241
47 H 32.804 -9.402 -30.146
48 C 33.870 -8.317 -23.637
49 O 34.234 -7.389 -22.597
50 C 35.657 -7.226 -22.753
51 C 36.119 -6.336 -21.608
52 N 35.225 -5.179 -21.626
53 C 35.266 -4.364 -20.437
54 C 34.086 -3.410 -20.464
55 O 32.849 -4.165 -20.377
56 C 31.608 -3.457 -20.201
57 H 34.197 -9.320 -23.362
58 H 34.231 -8.080 -24.638
59 H 32.786 -8.423 -23.665
60 H 35.815 -6.640 -23.658
61 H 36.291 -8.112 -22.770
62 H 37.137 -5.999 -21.803
63 H 36.030 -6.953 -20.713
64 H 35.666 -4.513 -22.243
65 H 36.211 -3.907 -20.145
66 H 35.215 -5.024 -19.571
67 H 34.014 -2.795 -21.361
68 H 34.137 -2.704 -19.634
69 H 31.729 -3.140 -19.165
70 H 30.730 -4.032 -20.495
71 H 31.740 -2.631 -20.899
72 C 36.170 -5.033 -26.636
73 O 36.452 -3.853 -25.960
74 C 35.259 -3.471 -25.245
75 C 35.745 -2.275 -24.311
76 N 36.460 -2.763 -23.102
77 C 37.811 -3.475 -23.292
78 C 38.847 -2.490 -23.939
79 O 39.098 -1.485 -22.891
80 C 40.358 -0.861 -22.955
81 H 36.151 -4.939 -27.721
82 H 35.199 -5.501 -26.471
83 H 36.998 -5.712 -26.430
84 H 34.956 -4.315 -24.626
85 H 34.422 -3.215 -25.896
86 H 34.838 -1.844 -23.885
87 H 36.187 -1.435 -24.847
88 H 36.854 -1.977 -22.604
89 H 37.712 -4.300 -23.997
90 H 38.118 -3.829 -22.307
91 H 38.530 -1.942 -24.826
92 H 39.769 -2.978 -24.253
93 H 40.621 -0.395 -23.905
94 H 41.142 -1.549 -22.639
95 H 40.376 -0.134 -22.144
96 C 28.661 -8.754 -26.967
97 O 27.412 -8.024 -27.029
98 C 26.305 -8.847 -27.343
99 C 25.267 -7.953 -28.013
100 N 24.867 -6.842 -27.218
101 C 24.189 -7.212 -25.940
102 C 23.960 -5.938 -25.013
103 O 25.225 -5.228 -24.969
104 C 25.214 -3.994 -24.311
105 H 29.058 -9.093 -27.923
106 H 28.774 -9.401 -26.097
107 H 29.384 -7.955 -26.803
108 H 26.084 -9.347 -26.401
109 H 26.605 -9.635 -28.034
110 H 24.353 -8.489 -28.269
111 H 25.549 -7.642 -29.019
112 H 24.062 -6.523 -27.738
113 H 24.820 -7.926 -25.411
114 H 23.286 -7.745 -26.235
115 H 23.607 -6.190 -24.013
116 H 23.181 -5.320 -25.460
117 H 24.730 -4.149 -23.346
118 H 24.789 -3.160 -24.869
119 H 26.261 -3.782 -24.098
120 C 20.248 -4.599 -15.634
121 O 20.622 -5.335 -16.860
122 C 21.389 -6.498 -16.616
123 C 22.927 -6.225 -16.533
124 N 23.510 -5.864 -17.846
125 C 24.903 -6.158 -17.919
126 C 25.527 -5.886 -19.287
127 O 25.252 -7.029 -20.164
128 C 25.984 -7.138 -21.359
129 H 19.583 -3.778 -15.899
130 H 21.062 -4.095 -15.112
131 H 19.715 -5.208 -14.903
132 H 21.266 -7.179 -17.459
133 H 21.072 -7.159 -15.809
134 H 23.325 -7.137 -16.088
135 H 23.168 -5.360 -15.914
136 H 23.050 -6.244 -18.661
137 H 25.233 -7.139 -17.578
138 H 25.325 -5.333 -17.345
139 H 26.597 -5.891 -19.076
140 H 25.210 -5.043 -19.900
141 H 26.013 -8.168 -21.713
142 H 27.019 -6.816 -21.247
143 H 25.676 -6.410 -22.110

As for the expectation value of S²: 6.03. The max |F| is 7.238 eV Å⁻¹. The calculation puts the highest occupied orbital energy (alpha / beta) at -5.1 / -7.1 eV. Its charge is 0. For the gap between HOMO and LUMO (alpha / beta), the calculation gives 0.1993 / 0.2074 Eh. Its multiplicity is 5.



Question: Look up the max |F| of the third one.
Answer: 7.238 eV Å⁻¹



Question: Look up the max |F| of the second one.
Answer: 3.962 eV Å⁻¹



Question: Among the records above, which one has the highest charge?
Answer: C36H76Be2F4N5O8S2



Question: Which of these has the highest max |F|?
Answer: C36H76Be2F4N5O8S2